(1)
This record from the Open Molecules 2025 dataset describes a single C2H3BO2 molecule at a distorted geometry. The level of theory is ωB97M-V with the def2-TZVPD basis set.

The geometry in XYZ format:
```
8
Properties=species:S:1:pos:R:3:lowdin_charge:R:1
B -1.45 -0.32 -0.01 -0.416
O -0.98 0.94 0.00 0.105
C 0.44 0.82 -0.01 -0.015
C 0.73 -0.50 0.00 -0.081
O -0.41 -1.25 0.01 0.089
H -2.67 -0.67 0.06 0.117
H 0.98 1.66 0.05 0.085
H 1.54 -1.16 0.05 0.116
```

Summary:
LUMO (hartree): 0.033
Energy above the lowest of the compared OMol25 structures with the same formula, charge and spin (kcal per mole): 0.0
Spin multiplicity: 1
Energy (hartree): -253.38226
SMILES string: B1OC=CO1

=====

(2)
This record from the Open Molecules 2025 dataset describes a molecular structure, C2H3BaFO2P at a distorted geometry. The level of theory is ωB97M-V with the def2-TZVPD basis set.

The geometry in XYZ format:
```
10
Properties=species:S:1:pos:R:3:lowdin_spin:R:1
P -0.31 1.25 2.38 0.775
F -2.58 2.08 2.10 0.075
O -0.16 -0.65 0.78 0.054
C 0.86 -0.89 -0.13 0.007
H 0.97 -1.96 -0.37 0.001
H 1.85 -0.54 0.24 0.000
C 0.60 -0.19 -1.42 0.002
O -0.38 0.53 -1.56 0.002
Ba -2.14 0.72 0.24 0.083
H 1.30 -0.35 -2.26 0.000
```

Summary:
LUMO (spin up / spin down) (hartree): -0.017 / -0.024
Energy above the lowest of the compared OMol25 structures with the same formula, charge and spin (kcal per mole): 21.2
Spin multiplicity: 2
Energy (hartree): -695.11712
Expectation value of S²: 0.753

=====

(3)
This record from the Open Molecules 2025 dataset describes a molecular structure, C2H3BeNO12S3 at a distorted geometry. The level of theory is ωB97M-V with the def2-TZVPD basis set.

The geometry in XYZ format:
```
22
Properties=species:S:1:pos:R:3:lowdin_spin:R:1
Be -0.67 -0.26 -0.74 -0.011
S 1.73 -1.20 0.92 -0.005
O 0.31 -1.18 1.36 0.024
O 2.44 -0.33 1.76 0.076
O 2.19 -2.60 1.09 0.036
O 1.67 -0.73 -0.45 0.257
S 0.94 1.47 -2.71 0.000
O 0.48 2.50 -3.61 0.001
O 2.37 1.23 -2.83 0.000
O 0.53 1.66 -1.30 0.001
O 0.33 0.20 -3.13 0.005
S -0.59 -3.33 -1.62 -0.012
O 0.29 -2.20 -2.03 0.406
O -1.41 -2.78 -0.57 0.036
O -1.48 -3.76 -2.67 0.125
O 0.21 -4.40 -1.01 0.062
C -1.62 2.95 3.28 0.000
C -1.45 1.94 2.28 0.000
N -1.35 1.17 1.41 -0.001
H -0.69 3.02 3.83 0.000
H -2.39 2.79 4.04 0.000
H -1.86 3.85 2.71 0.000
```

Summary:
Charge: -3
LUMO (spin up / spin down) (hartree): 0.219 / 0.219
Spin multiplicity: 2
Energy (hartree): -2244.72331
Expectation value of S²: 0.759

=====

(4)
This record from the Open Molecules 2025 dataset describes a molecular structure, C2H3BeO2 at a distorted geometry. The level of theory is ωB97M-V with the def2-TZVPD basis set.

The geometry in XYZ format:
```
8
Properties=species:S:1:pos:R:3:lowdin_spin:R:1
O -1.76 2.26 -0.09 0.012
C -0.70 1.82 -0.11 0.011
Be 1.36 0.37 -0.03 0.184
O 0.22 1.09 0.08 0.070
C 0.20 -1.24 0.03 0.604
H -0.17 -1.15 -0.99 0.036
H -0.09 -1.09 1.08 0.036
H 0.93 -2.06 0.02 0.047
```

Summary:
Charge: +2
LUMO (spin up / spin down) (hartree): -0.458 / -0.531
Energy above the lowest of the compared OMol25 structures with the same formula, charge and spin (kcal per mole): 4.5
Spin multiplicity: 2
Energy (hartree): -242.34007
Expectation value of S²: 0.752

=====

(5)
This record from the Open Molecules 2025 dataset describes 2 unconnected molecules or ions with the total composition C2H3Br at a distorted geometry. The level of theory is ωB97M-V with the def2-TZVPD basis set.

The geometry in XYZ format:
```
6
Properties=species:S:1:pos:R:3:lowdin_charge:R:1
C -0.89 -0.35 -0.03 -0.097
C -0.24 0.77 -0.02 0.065
Br 2.86 -0.42 -0.01 -0.136
H -1.86 -0.26 0.30 0.030
H -0.37 -1.34 -0.20 0.090
H 0.52 1.60 -0.03 0.049
```

Summary:
LUMO (spin up / spin down) (hartree): -0.030 / -0.116
Energy above the lowest of the compared OMol25 structures with the same formula, charge and spin (kcal per mole): 77.2
Spin multiplicity: 1
Energy (hartree): -2651.85421

=====

(6)
This record from the Open Molecules 2025 dataset describes a single C2H3Br2N molecule at a distorted geometry. The level of theory is ωB97M-V with the def2-TZVPD basis set.

The geometry in XYZ format:
```
8
Properties=species:S:1:pos:R:3:lowdin_spin:R:1
C 0.37 -0.25 -0.04 0.684
C -0.98 0.18 -0.01 0.112
N 1.40 1.18 0.39 0.963
Br 1.27 -1.90 -0.38 0.110
Br -2.24 -1.25 0.57 0.050
H -0.98 0.33 -1.13 0.044
H -1.09 1.03 0.60 0.006
H 2.24 0.68 -0.01 0.031
```

Summary:
LUMO (spin up / spin down) (hartree): 0.013 / -0.067
Energy above the lowest of the compared OMol25 structures with the same formula, charge and spin (kcal per mole): 40.7
Spin multiplicity: 3
Energy (hartree): -5280.57526
Expectation value of S²: 2.009

=====

What is the formula in the sixth record?
C2H3Br2N